1.
{"formula": "C3H5NOS2", "method": "wB97M-V/def2-TZVPD", "symbols": ["C", "C", "C", "H", "H", "H", "H", "H", "N", "O", "S", "S"], "coordinates": [[-1.11342, -0.14826, 0.73174], [0.23708, 0.06355, 0.18279], [0.67133, 1.38138, -0.31622], [-2.07877, -1.44036, -1.03074], [-1.22564, -1.03564, 1.36139], [-1.43944, 0.71322, 1.31349], [1.61531, 1.34854, -0.86805], [2.70381, -1.61667, -0.44389], [0.96566, -1.00730, 0.13769], [2.22389, -0.78226, -0.45956], [-2.43927, -0.25437, -0.49038], [-0.12055, 2.77819, -0.11825]], "forces_ev_per_a": [[-1.2, -0.1, 0.8], [0.8, -1.0, -0.3], [0.2, 0.2, -0.2], [0.0, 0.3, 0.1], [0.6, 0.2, -0.1], [0.2, 0.1, 0.1], [-0.3, 0.1, 0.2], [-0.4, -0.2, 0.2], [0.6, 0.7, -0.5], [-0.6, 0.4, 0.2], [-0.1, -0.2, -0.7], [0.2, -0.5, 0.0]], "lowdin_charge": [-0.565, -0.454, -0.579, -0.132, 0.079, 0.046, 0.056, 0.096, 0.072, -0.063, 0.701, 0.743], "gap_ev": 7.779, "largest_force_ev_per_a": 1.4, "homo_energy_ev": -8.999, "smiles": "O/N=C(\\C=S)CS"}



2.
{"formula": "CH3O3PS2", "method": "wB97M-V/def2-TZVPD", "symbols": ["C", "O", "O", "O", "P", "S", "S", "H", "H", "H"], "coordinates": [[1.61060, 0.14238, 0.14117], [-0.74891, 0.69975, -1.27310], [-3.04646, -0.81661, 0.00542], [-0.67299, -0.99461, 0.74778], [-1.80929, -1.38462, -0.52139], [-0.94750, 1.54021, -0.04790], [0.13716, 0.28392, 1.26428], [1.53171, 1.19252, -0.49161], [1.37863, -0.65891, -0.47436], [2.56708, -0.00403, 0.64971]], "forces_ev_per_a": [[-0.8, 4.5, 0.3], [-0.9, -0.2, -1.3], [-0.6, -0.2, -0.5], [-1.3, -1.5, -1.3], [0.8, 0.8, 1.3], [-1.7, 2.3, -2.1], [4.4, -1.8, 3.3], [0.8, -2.7, 1.3], [-0.4, -1.4, -1.3], [-0.4, 0.3, 0.2]], "lowdin_charge": [-0.290, -0.736, -0.450, -0.826, 0.875, 0.669, 0.625, 0.083, 0.002, 0.047], "gap_ev": [5.817, 7.930], "largest_force_ev_per_a": 5.8, "multiplicity": 3, "homo_energy_ev": [-5.895, -10.050], "s2": 2.010}



3.
{"formula": "C28H59N3O10", "method": "wB97M-V/def2-TZVPD", "symbols": ["C", "C", "O", "C", "O", "C", "C", "C", "C", "C", "C", "C", "N", "O", "C", "O", "O", "C", "C", "C", "C", "C", "O", "H", "H", "H", "H", "H", "H", "H", "H", "H", "H", "H", "H", "H", "H", "H", "H", "H", "H", "H", "H", "H", "H", "H", "H", "H", "H", "H", "H", "H", "C", "O", "C", "C", "N", "C", "C", "O", "C", "H", "H", "H", "H", "H", "H", "H", "H", "H", "H", "H", "H", "H", "H", "H", "C", "O", "C", "C", "N", "C", "C", "O", "C", "H", "H", "H", "H", "H", "H", "H", "H", "H", "H", "H", "H", "H", "H", "H"], "coordinates": [[3.62667, 0.26799, -2.29203], [2.32414, 0.98027, -2.93347], [1.77645, 0.25834, -4.07071], [0.66181, 0.96540, -4.62959], [0.45261, 2.18646, -4.42003], [-0.44501, 0.20101, -5.53664], [-1.57980, -0.28440, -4.50011], [-2.98787, -0.63678, -5.17753], [-4.08602, -1.20372, -4.15743], [-3.46860, -2.03367, -2.90241], [-2.64396, -3.34273, -3.41702], [-3.40273, -4.72763, -3.02156], [-2.96621, -5.84538, -3.90894], [-4.83447, -2.27674, -4.83606], [-6.09660, -2.49679, -4.16425], [-6.85156, -3.47751, -4.22979], [-6.23921, -1.31286, -3.34951], [-5.31115, -0.22977, -3.72453], [-6.14051, 0.50899, -4.88782], [-6.72078, 1.95387, -4.49456], [-7.44674, 2.03087, -3.06526], [-8.78420, 1.15101, -2.94145], [-8.59812, -0.00761, -2.05632], [4.14617, -0.44849, -3.01755], [4.39901, 1.09578, -2.05611], [3.40628, -0.22624, -1.27220], [1.51980, 0.98442, -2.10353], [2.64341, 2.05775, -3.18038], [-0.83243, 0.84914, -6.39093], [0.10337, -0.73701, -5.93417], [-1.11867, -1.12911, -3.88288], [-1.77373, 0.59003, -3.77256], [-3.33246, 0.27284, -5.78276], [-2.77436, -1.46693, -5.95649], [-2.77436, -1.32559, -2.31072], [-4.26266, -2.38670, -2.16474], [-1.61115, -3.38689, -2.89522], [-2.47098, -3.28327, -4.54703], [-3.13373, -4.93205, -1.92704], [-4.53152, -4.57275, -3.11905], [-3.27311, -5.64387, -4.87253], [-1.93651, -5.88653, -3.92587], [-5.05069, 0.54277, -2.92497], [-5.41403, 0.66947, -5.77200], [-6.97289, -0.16837, -5.30233], [-7.44354, 2.26888, -5.33189], [-5.85638, 2.71337, -4.50134], [-6.70868, 1.82673, -2.21458], [-7.77694, 3.13228, -2.93142], [-9.24379, 0.85876, -3.95005], [-9.58740, 1.79612, -2.41302], [-9.30657, 0.02049, -1.37437], [2.95428, 0.05465, 2.03914], [2.32859, -0.94185, 2.83562], [1.56034, -0.41436, 3.91646], [0.05876, -0.57645, 3.65418], [-0.39942, 0.31311, 2.58929], [-1.73637, 0.00111, 2.07969], [-1.97219, -1.39096, 1.46898], [-1.30093, -1.61048, 0.23231], [0.06730, -1.96505, 0.35652], [3.68366, -0.43990, 1.39285], [2.22606, 0.55806, 1.39742], [3.48041, 0.79065, 2.65434], [1.81979, 0.62602, 4.14078], [1.81648, -1.01118, 4.79692], [-0.49224, -0.35274, 4.57434], [-0.11152, -1.62740, 3.40119], [0.25180, 0.26736, 1.81471], [-1.95533, 0.74549, 1.30726], [-2.46253, 0.16152, 2.88520], [-3.04011, -1.46065, 1.23686], [-1.76848, -2.20491, 2.17187], [0.26155, -2.57507, 1.24241], [0.68683, -1.06639, 0.36336], [0.35129, -2.54244, -0.52631], [9.54106, 2.83625, 5.81348], [8.91787, 1.84042, 6.60935], [8.14565, 2.36950, 7.68759], [6.64484, 2.20338, 7.42302], [6.18581, 3.08875, 6.35467], [4.85027, 2.77158, 5.84471], [4.61841, 1.37695, 5.23810], [5.29085, 1.15442, 4.00217], [6.65968, 0.80340, 4.13005], [10.27400, 2.34287, 5.17073], [8.81470, 3.33681, 5.16882], [10.06214, 3.57479, 6.42987], [8.40299, 3.41153, 7.90970], [8.40135, 1.77586, 8.56997], [6.09203, 2.42850, 8.34162], [6.47734, 1.15130, 7.17276], [6.83795, 3.04238, 5.58105], [4.62997, 3.51290, 5.06982], [4.12305, 2.93261, 6.64916], [3.55176, 1.30420, 5.00597], [4.82359, 0.56580, 5.94383], [6.85375, 0.19716, 5.01848], [7.27687, 1.70335, 4.13443], [6.94637, 0.22361, 3.24996]], "forces_ev_per_a": [[0.3, 0.5, 0.0], [0.9, 0.5, 2.0], [-2.2, 1.5, -0.6], [-1.0, 3.0, -0.2], [1.2, -4.1, -0.2], [1.5, -1.6, 1.1], [-0.1, 1.0, 0.5], [0.9, -0.9, -0.5], [-0.2, -0.4, 0.5], [1.3, 0.8, 0.1], [-0.2, 0.2, 0.7], [0.5, 1.3, -0.4], [-0.1, 0.6, 0.3], [-2.4, -0.6, 0.4], [0.8, 0.8, 0.4], [3.2, 4.2, 0.2], [-0.6, -1.8, -0.1], [-0.4, -1.3, -1.8], [1.0, 0.6, -1.0], [0.2, -0.2, 0.1], [-0.4, 0.7, -0.6], [-0.7, 0.7, 1.2], [-0.7, 0.9, -0.4], [-0.9, 0.9, 1.1], [-1.3, -1.3, -0.4], [0.2, 0.5, -1.9], [1.2, 0.3, -1.4], [-0.9, -1.7, 0.0], [0.7, -0.7, 1.4], [-1.1, 1.4, 0.3], [-0.9, 1.0, -0.9], [0.4, -1.3, -1.0], [0.3, -1.3, 1.1], [-0.6, 1.2, 1.2], [-1.0, -1.2, -0.8], [0.8, 0.7, -1.2], [-1.6, 0.2, -0.9], [-0.3, -0.2, 1.6], [-0.5, 0.0, -1.6], [1.6, -0.4, 0.1], [0.2, -0.1, 0.7], [-0.7, 0.0, 0.0], [-0.5, -1.7, -0.5], [-1.2, -0.1, 1.2], [1.3, 0.9, 0.9], [1.0, -0.4, 1.3], [-1.2, -1.1, 0.0], [-1.2, 0.0, -1.2], [0.6, -1.7, -0.2], [1.0, 0.2, 1.3], [1.3, -0.7, -1.1], [0.8, 0.0, -0.9], [0.0, -0.1, 0.0], [0.0, 0.5, 0.1], [-0.4, -0.5, 0.0], [0.4, 0.3, -0.2], [-0.1, -0.2, 0.0], [0.2, 0.0, -0.1], [-0.3, 0.3, -0.2], [0.0, -0.1, 0.3], [-0.1, 0.1, -0.4], [-0.1, 0.0, 0.1], [0.0, 0.2, -0.1], [-0.1, -0.1, -0.1], [-0.1, 0.0, -0.3], [0.0, 0.0, 0.0], [0.0, 0.0, -0.1], [0.0, -0.1, 0.2], [0.0, 0.0, 0.1], [-0.1, -0.1, 0.0], [0.0, -0.1, 0.0], [0.1, 0.0, 0.0], [0.2, 0.0, 0.0], [0.0, 0.1, 0.0], [0.2, -0.1, 0.2], [-0.1, 0.0, 0.0], [0.0, -0.3, -0.1], [0.1, 0.5, 0.1], [-0.4, -0.5, 0.1], [0.4, 0.3, -0.2], [-0.1, -0.2, 0.0], [0.2, 0.0, -0.1], [-0.2, 0.3, -0.1], [0.0, -0.1, 0.5], [-0.1, 0.1, -0.4], [-0.1, 0.0, 0.1], [0.0, 0.2, 0.0], [-0.1, 0.0, 0.0], [0.0, 0.0, -0.2], [0.0, 0.0, 0.0], [0.0, 0.0, -0.1], [0.0, -0.1, 0.2], [0.0, 0.0, 0.1], [-0.1, -0.1, 0.0], [0.0, -0.1, 0.0], [0.1, 0.1, 0.0], [0.2, 0.0, 0.0], [0.0, 0.1, 0.0], [0.2, -0.1, 0.2], [-0.1, 0.0, 0.0]], "lowdin_charge": [-0.080, -0.227, -0.061, -0.365, 0.036, -0.078, -0.186, -0.093, -0.316, -0.099, -0.170, -0.264, -0.038, -0.010, -0.375, 0.121, -0.034, -0.146, -0.121, -0.201, -0.180, -0.228, -0.121, 0.083, 0.080, 0.063, 0.132, 0.130, 0.128, 0.126, 0.112, 0.131, 0.117, 0.135, 0.111, 0.128, 0.109, 0.104, 0.118, 0.108, 0.067, 0.061, 0.166, 0.110, 0.137, 0.116, 0.114, 0.112, 0.113, 0.124, 0.117, 0.088, -0.102, -0.185, -0.210, -0.205, -0.054, -0.195, -0.216, -0.197, -0.093, 0.089, 0.070, 0.069, 0.105, 0.122, 0.123, 0.099, 0.063, 0.118, 0.117, 0.120, 0.110, 0.091, 0.064, 0.086, -0.113, -0.195, -0.206, -0.209, -0.054, -0.189, -0.210, -0.202, -0.085, 0.091, 0.071, 0.088, 0.121, 0.119, 0.123, 0.098, 0.063, 0.121, 0.118, 0.092, 0.116, 0.091, 0.069, 0.092], "gap_ev": 9.378, "largest_force_ev_per_a": 5.2, "homo_energy_ev": -8.778, "smiles": "CCOC(=O)CCC[C@]1(CCCN)OC(=O)O[C@@H]1CCCCO.COCCNCCOC.COCCNCCOC"}



4.
{"formula": "C10H30AgN8O9", "method": "wB97M-V/def2-TZVPD", "symbols": ["Ag", "C", "O", "O", "O", "C", "C", "O", "H", "H", "H", "H", "H", "H", "C", "O", "N", "N", "H", "H", "H", "H", "C", "O", "N", "N", "H", "H", "H", "H", "C", "O", "N", "N", "H", "H", "H", "H", "C", "O", "N", "N", "H", "H", "H", "H", "C", "C", "C", "O", "H", "H", "H", "H", "H", "H", "H", "H"], "coordinates": [[2.69039, -1.01436, -5.47762], [0.94054, -0.74760, -1.11957], [0.30846, -0.59917, -2.20535], [0.44354, -0.88593, -0.02952], [2.16938, -0.68124, -1.33123], [-6.01594, -3.55177, -7.84476], [-4.60731, -3.60055, -7.18739], [-4.60590, -3.05246, -5.87148], [-6.58936, -2.73381, -7.40861], [-6.52820, -4.46941, -7.55558], [-6.05992, -3.37299, -8.91910], [-3.92531, -2.94046, -7.72335], [-4.27910, -4.63787, -7.25323], [-3.73314, -2.67906, -5.72844], [-4.54710, 3.58330, -1.77052], [-5.48252, 4.21754, -1.57873], [-3.99276, 3.62379, -2.97809], [-4.03848, 2.72003, -0.96577], [-4.22790, 4.28247, -3.70675], [-3.32913, 2.88857, -3.17596], [-4.43741, 2.61833, -0.04349], [-3.18734, 2.22953, -1.20046], [3.78379, 4.79521, -4.57277], [3.79559, 3.75530, -5.18847], [3.93279, 4.77132, -3.27991], [4.00853, 5.96863, -5.11124], [3.87739, 5.71967, -2.93691], [3.81484, 3.91033, -2.76523], [4.11822, 6.01285, -6.11429], [4.01664, 6.79305, -4.52782], [6.56008, -2.36323, 2.33433], [7.20029, -2.80282, 3.28816], [5.44605, -1.71749, 2.48380], [6.82921, -2.46849, 1.08480], [5.04711, -1.87780, 3.39772], [4.90771, -1.54527, 1.64676], [7.49442, -3.13860, 0.72625], [6.03683, -2.07951, 0.59396], [0.54458, 3.94004, 4.50387], [0.66268, 4.77878, 5.40224], [0.74537, 2.69858, 4.58854], [-0.03096, 4.13838, 3.38054], [1.20684, 2.34097, 5.41272], [0.80193, 2.26601, 3.67761], [-0.16477, 5.09052, 3.07131], [-0.22615, 3.31707, 2.82606], [0.31087, -3.81865, 6.63243], [-1.11174, -4.03918, 6.21358], [-2.09752, -3.17209, 7.01225], [-1.28753, -4.05013, 4.88090], [0.87921, -3.03322, 6.13425], [0.81727, -4.60544, 6.07330], [0.56203, -3.84421, 7.69279], [-1.45337, -5.01822, 6.54954], [-1.74814, -2.14426, 6.91436], [-2.24808, -3.36573, 8.07429], [-3.08829, -3.10716, 6.56250], [-0.90942, -3.30198, 4.41302]], "forces_ev_per_a": [[-0.3, 0.2, 0.7], [-0.3, 0.4, -0.5], [-1.2, 0.0, -1.7], [-1.1, -0.3, 2.1], [2.9, -0.1, -0.5], [0.1, 0.2, 1.3], [-0.4, 1.0, -1.1], [-0.4, -0.5, 0.2], [0.1, 0.1, 0.1], [-0.2, 0.0, -0.4], [0.4, -0.4, 0.0], [0.1, -0.4, -0.7], [0.4, 0.0, 0.4], [-0.1, -0.1, 0.2], [1.7, -0.7, -3.2], [-6.5, 4.7, 2.5], [2.8, -0.9, -2.7], [2.3, -3.3, 3.3], [-0.2, -0.3, 0.6], [0.0, 0.5, -0.5], [0.2, 0.0, -0.3], [-0.2, 0.0, 0.4], [2.0, -2.6, -0.9], [-1.0, -1.7, -1.9], [-0.5, 1.3, 3.2], [-0.3, 2.9, -1.6], [0.0, -0.8, 1.5], [-0.2, 0.6, 0.1], [-0.2, 0.2, 0.4], [0.1, 0.0, -0.7], [2.3, -1.8, 4.1], [0.2, -0.1, -0.3], [-3.5, 2.1, 1.7], [1.4, -0.4, -4.6], [-0.5, 0.5, -0.4], [-0.7, 0.2, 1.0], [-0.3, 0.4, -0.1], [1.1, -0.8, -1.5], [-0.7, 4.7, 4.1], [0.6, -0.1, -0.3], [2.4, -6.7, 1.7], [-2.3, 2.8, -5.3], [0.0, -0.3, -0.4], [0.6, -1.0, 1.0], [-0.3, -0.4, -0.2], [-0.4, 1.0, -0.5], [1.4, -0.9, -1.1], [-1.3, -0.1, 3.8], [-0.2, 1.8, -0.9], [-0.5, -0.1, -2.7], [-0.8, 1.1, 0.3], [0.4, -0.8, 0.7], [-0.3, -0.1, -0.1], [0.6, -0.6, -0.2], [0.1, 0.4, 0.3], [0.5, -0.4, -0.1], [-0.1, -0.6, -0.2], [0.1, 0.3, 0.2]], "lowdin_charge": [0.947, -1.072, 0.028, 0.054, 0.041, -0.080, -0.313, -0.083, 0.069, 0.066, 0.067, 0.099, 0.100, 0.074, -0.868, 0.099, 0.147, 0.177, 0.112, 0.093, 0.126, 0.114, -0.800, 0.007, 0.165, 0.162, 0.106, 0.129, 0.122, 0.109, -0.806, 0.016, 0.154, 0.166, 0.128, 0.108, 0.130, 0.104, -0.828, 0.016, 0.163, 0.153, 0.134, 0.117, 0.129, 0.115, -0.061, -0.578, -0.061, -0.001, 0.077, 0.078, 0.086, 0.135, 0.070, 0.076, 0.073, 0.107], "gap_ev": [4.221, 4.141], "largest_force_ev_per_a": 8.4, "multiplicity": 2, "homo_energy_ev": [-8.900, -8.812], "s2": 0.780}